Entry 1:
Formula: C84H209FN16O30
Source: OMol25
Level of theory: ωB97M-V/def2-TZVPD

Orbital gap in eV: 7.26
DFT total energy in eV: -178461.933
Strongest force on any atom in eV Å⁻¹: 6.07
Highest occupied orbital energy in eV: -6.97
Energy above the lowest of the compared OMol25 structures with the same formula, charge and spin in kcal/mol: 0.0

```
340
Properties=species:S:1:pos:R:3:mulliken_charge:R:1
N 5.022 10.136 21.967 3.806
H 5.525 10.741 22.601 0.242
H 4.076 10.477 21.881 0.035
H 4.857 9.177 22.237 -0.566
H 5.471 10.190 21.064 -0.324
N -0.417 3.100 23.588 1.396
H -0.798 3.122 24.524 0.137
H 0.110 3.957 23.496 -0.419
H -1.192 3.014 22.946 0.186
H 0.195 2.322 23.392 0.675
N -0.113 4.909 27.403 3.287
H -0.710 5.334 28.098 -0.335
H 0.356 5.623 26.863 -0.848
H -0.685 4.264 26.876 0.040
H 0.610 4.377 27.866 -0.140
F -1.347 2.836 26.125 -1.098
C 2.696 6.477 23.459 0.346
C 1.711 6.493 24.408 -0.237
C 1.737 7.477 25.581 0.809
O 0.900 7.391 26.542 -1.205
C 2.643 8.411 25.649 0.002
C 3.724 8.598 24.718 -0.614
C 3.770 7.551 23.514 0.455
O 4.593 7.717 22.625 -1.805
O 4.500 9.553 24.775 -0.537
O 0.683 5.705 24.185 -0.908
H 2.705 5.755 22.656 -0.447
H 2.562 9.122 26.458 0.036
C 9.557 6.254 19.918 -0.906
O 8.622 7.343 19.721 -0.483
C 7.272 7.128 20.034 -0.086
C 6.301 8.016 19.231 -0.563
N 6.447 9.434 19.544 -0.276
C 5.529 10.233 18.723 -0.727
C 5.889 11.721 18.904 -0.976
O 5.501 12.179 20.171 0.016
C 5.981 13.489 20.477 -0.826
H 9.490 5.774 20.895 0.219
H 10.616 6.512 19.893 0.437
H 9.474 5.364 19.293 0.385
H 7.175 7.222 21.116 0.107
H 6.986 6.106 19.786 0.372
H 5.298 7.604 19.339 -0.414
H 6.417 7.928 18.151 0.711
H 7.356 9.602 19.137 0.331
H 4.481 10.042 18.952 0.139
H 5.702 10.004 17.671 0.579
H 5.444 12.337 18.123 0.462
H 6.956 11.889 18.751 0.488
H 7.031 13.331 20.725 0.383
H 5.539 13.733 21.442 0.022
H 5.824 14.301 19.767 0.282
C 0.336 10.702 28.550 1.045
O 0.752 11.250 29.797 -0.626
C 1.683 10.429 30.467 1.140
C 2.339 11.087 31.693 -1.498
N 3.181 12.232 31.401 0.281
C 3.546 12.916 32.645 -0.919
C 4.483 14.093 32.325 -0.566
O 3.882 15.303 31.844 -0.324
C 2.941 15.824 32.670 -0.790
H 1.096 10.425 27.820 -0.752
H -0.144 11.471 27.944 0.277
H -0.230 9.782 28.701 -0.325
H 2.526 10.070 29.876 -0.255
H 1.129 9.541 30.770 -0.202
H 2.890 10.260 32.142 0.411
H 1.623 11.407 32.451 0.533
H 2.685 12.866 30.791 0.042
H 4.105 12.313 33.360 0.445
H 2.708 13.302 33.226 0.539
H 5.213 13.804 31.569 0.187
H 4.968 14.279 33.283 0.457
H 2.638 16.841 32.420 0.277
H 3.303 15.877 33.697 0.356
H 1.977 15.319 32.730 0.264
C 0.366 1.253 15.814 -0.873
O 0.903 2.203 16.638 -0.264
C 1.393 1.695 17.884 -0.860
C 2.149 2.780 18.652 -0.670
N 1.197 3.614 19.340 0.788
C 1.849 4.685 20.189 0.164
C 2.669 5.698 19.334 -0.264
O 1.881 6.268 18.258 0.157
C 2.710 6.976 17.324 -0.720
H 0.197 1.778 14.874 0.260
H -0.524 0.736 16.173 0.284
H 1.128 0.510 15.577 0.375
H 2.112 0.889 17.736 0.580
H 0.513 1.322 18.408 -0.023
H 2.707 3.375 17.929 0.544
H 2.800 2.409 19.443 0.501
H 0.782 4.199 18.629 -0.698
H 2.385 4.105 20.940 -0.598
H 1.092 5.293 20.686 -0.089
H 3.599 5.258 18.973 0.492
H 2.918 6.509 20.018 -0.267
H 2.125 7.571 16.623 0.223
H 3.213 6.210 16.734 0.415
H 3.420 7.640 17.818 -0.051
C 0.858 10.875 17.690 -0.953
O 1.710 10.520 18.763 -0.204
C 0.920 9.770 19.682 -1.261
C 1.845 9.520 20.865 0.832
N 2.545 10.780 21.190 -0.296
C 1.717 11.771 21.852 -1.529
C 1.123 11.313 23.193 0.655
O 1.088 12.409 24.031 -0.638
C 1.062 11.994 25.393 -0.131
H 0.375 10.077 17.126 0.273
H 1.557 11.438 17.072 0.274
H -0.009 11.469 17.981 0.332
H 0.580 8.847 19.213 0.365
H 0.032 10.268 20.072 0.726
H 2.632 8.785 20.692 -0.273
H 1.248 9.241 21.734 -0.572
H 2.608 11.179 20.265 0.211
H 0.970 12.143 21.150 0.359
H 2.386 12.623 21.970 0.632
H 1.699 10.515 23.660 -0.022
H 0.122 10.903 23.058 -0.016
H 0.833 12.955 25.855 0.443
H 2.088 11.779 25.691 -0.091
H 0.371 11.189 25.642 0.210
C -3.525 11.306 27.749 -0.476
O -4.109 10.120 28.138 -0.051
C -5.529 10.039 27.981 -0.644
C -6.111 8.949 29.007 -0.883
N -5.467 7.675 28.733 -0.016
C -6.245 6.987 27.637 -0.714
C -5.566 5.767 27.002 -0.693
O -4.361 6.152 26.397 0.245
C -3.731 5.040 25.730 -0.995
H -3.840 11.536 26.731 0.412
H -2.447 11.168 27.832 -0.226
H -3.824 12.133 28.394 0.363
H -5.784 9.809 26.947 0.346
H -6.017 10.992 28.184 0.527
H -7.186 8.846 28.855 0.416
H -6.008 9.217 30.058 0.344
H -4.535 7.924 28.436 -0.023
H -6.397 7.700 26.827 0.304
H -7.225 6.696 28.016 0.432
H -6.208 5.341 26.232 0.536
H -5.372 4.960 27.708 0.164
H -3.368 4.314 26.457 0.395
H -2.814 5.327 25.215 -0.043
H -4.362 4.639 24.936 0.458
C 3.442 14.666 27.882 -0.376
O 3.740 14.528 26.481 -0.495
C 4.690 13.468 26.145 0.289
C 4.681 13.181 24.636 -1.153
N 5.539 12.112 24.194 1.328
C 6.950 12.312 24.539 -0.853
C 7.860 11.070 24.119 -0.997
O 7.927 10.911 22.695 -0.264
C 8.743 9.818 22.296 -0.923
H 2.544 15.269 28.013 0.392
H 4.237 15.206 28.396 0.349
H 3.363 13.703 28.387 -0.158
H 4.442 12.541 26.662 -0.550
H 5.673 13.840 26.437 0.787
H 4.794 14.152 24.155 0.489
H 3.643 13.002 24.356 -0.092
H 5.220 11.193 24.465 -0.231
H 7.040 12.347 25.624 0.339
H 7.269 13.235 24.055 0.562
H 7.624 10.151 24.655 0.232
H 8.887 11.294 24.407 0.673
H 8.513 8.831 22.698 0.265
H 9.718 10.088 22.700 0.564
H 8.823 9.756 21.211 0.144
C 4.170 4.761 26.364 0.258
O 4.471 4.152 27.666 -0.256
C 5.790 4.375 28.097 -0.528
C 6.101 3.680 29.432 -1.219
N 5.539 4.441 30.557 1.217
C 5.433 3.675 31.816 -0.992
C 5.021 4.546 32.985 -0.045
O 5.024 3.686 34.123 -0.363
C 4.458 4.244 35.286 -0.718
H 4.355 5.835 26.402 -0.060
H 3.141 4.556 26.068 -0.499
H 4.863 4.415 25.596 0.533
H 5.998 5.428 28.287 -0.317
H 6.494 3.968 27.371 0.729
H 7.172 3.517 29.549 0.521
H 5.622 2.703 29.368 0.260
H 4.715 4.932 30.241 -0.022
H 6.465 3.369 31.992 0.429
H 4.824 2.773 31.746 0.220
H 3.990 4.873 32.851 0.082
H 5.728 5.372 33.066 0.298
H 5.047 5.089 35.643 0.299
H 4.410 3.441 36.022 0.255
H 3.456 4.662 35.191 0.277
C 2.585 2.028 24.420 -0.020
O 1.556 1.403 23.654 -0.613
C 1.978 1.070 22.331 0.285
C 0.793 0.733 21.449 -1.089
N -0.032 1.899 21.154 1.345
C -1.387 1.559 20.602 -1.018
C -2.302 2.793 20.555 0.008
O -2.538 3.197 21.943 -0.316
C -3.690 2.540 22.504 -0.826
H 2.955 2.975 24.026 -0.211
H 3.455 1.371 24.449 0.672
H 2.278 2.036 25.466 -0.276
H 2.679 0.249 22.481 0.558
H 2.560 1.904 21.938 -0.601
H 0.185 -0.008 21.969 0.636
H 1.104 0.194 20.554 0.371
H 0.428 2.433 20.431 -0.712
H -1.831 0.837 21.287 0.632
H -1.387 1.118 19.605 0.292
H -3.237 2.543 20.053 0.594
H -1.820 3.596 19.996 -0.628
H -3.728 1.525 22.109 0.363
H -4.601 3.049 22.187 0.283
H -3.713 2.662 23.587 0.110
C 1.569 -0.868 27.729 -0.801
O 1.170 0.153 28.670 -0.483
C 1.487 1.458 28.241 0.423
C 1.388 2.431 29.391 -1.032
N 1.827 3.779 28.992 0.561
C 1.675 4.644 30.102 -1.269
C 2.140 6.096 29.829 -0.250
O 3.456 6.059 30.193 -0.348
C 4.246 7.156 29.879 -0.595
H 0.993 -0.837 26.804 0.271
H 1.385 -1.807 28.251 0.298
H 2.628 -0.815 27.474 0.318
H 0.745 1.811 27.526 0.024
H 2.465 1.550 27.768 0.143
H 1.908 1.976 30.234 0.488
H 0.361 2.479 29.753 0.123
H 2.803 3.829 28.739 -0.493
H 2.250 4.212 30.921 0.883
H 0.607 4.638 30.322 0.304
H 1.609 6.834 30.429 0.043
H 2.046 6.348 28.773 0.163
H 3.851 8.075 30.312 0.424
H 4.311 7.300 28.800 -0.170
H 5.274 7.033 30.217 0.047
C 5.324 11.361 29.164 -0.081
O 5.808 10.046 28.898 -0.613
C 5.967 9.609 27.538 0.812
C 7.084 8.529 27.394 -0.359
N 8.410 8.938 27.853 -0.395
C 9.394 7.835 27.892 -0.835
C 9.138 6.767 28.986 0.428
O 9.486 7.217 30.289 -0.409
C 9.059 6.307 31.258 -0.537
H 4.318 11.565 28.797 -0.232
H 6.013 12.017 28.633 0.377
H 5.437 11.529 30.235 0.265
H 6.156 10.461 26.884 -0.271
H 5.049 9.128 27.200 -0.207
H 7.166 8.226 26.350 0.336
H 6.747 7.637 27.921 -0.348
H 8.161 9.135 28.812 0.390
H 10.407 8.168 28.119 0.340
H 9.304 7.215 26.999 0.407
H 9.683 5.843 28.793 0.555
H 8.073 6.535 28.977 -0.478
H 8.009 6.031 31.154 0.007
H 9.220 6.745 32.243 0.313
H 9.565 5.342 31.225 0.317
C -1.280 4.951 16.908 -0.389
O -2.256 5.449 17.820 -0.466
C -1.858 6.514 18.646 0.752
C -3.064 6.788 19.581 -0.605
N -2.780 7.760 20.619 -0.572
C -1.549 7.482 21.418 0.938
C -1.372 8.547 22.566 -0.215
O -2.510 8.503 23.413 -0.457
C -2.380 9.295 24.607 -0.340
H -0.622 4.214 17.369 0.030
H -0.810 5.752 16.338 0.304
H -1.848 4.374 16.178 0.306
H -1.603 7.402 18.068 0.506
H -1.012 6.084 19.182 -0.658
H -3.385 5.877 20.086 0.194
H -3.933 7.141 19.025 0.303
H -3.538 7.666 21.279 0.371
H -0.648 7.493 20.805 -0.980
H -1.635 6.483 21.844 0.478
H -1.109 9.517 22.144 0.097
H -0.465 8.264 23.100 0.097
H -3.297 9.366 25.191 0.210
H -2.028 10.292 24.342 0.295
H -1.634 8.804 25.232 0.045
C -2.934 1.908 31.460 -0.754
O -2.953 3.246 31.125 -0.334
C -3.068 3.630 29.685 -0.800
C -2.977 5.150 29.489 -0.674
N -1.682 5.753 29.838 0.345
C -1.533 7.207 29.799 -0.257
C -2.007 7.957 31.010 -1.067
O -1.067 7.615 32.056 -0.230
C -1.086 8.430 33.213 -0.882
H -2.795 1.859 32.540 0.238
H -2.064 1.388 31.059 0.260
H -3.889 1.465 31.180 0.294
H -4.029 3.279 29.310 0.575
H -2.240 3.183 29.134 0.163
H -3.807 5.555 30.067 0.633
H -3.119 5.376 28.432 0.021
H -1.471 5.461 30.781 0.574
H -1.824 7.689 28.866 0.591
H -0.451 7.334 29.785 -0.640
H -3.042 7.654 31.163 0.462
H -1.994 9.025 30.791 0.538
H -2.058 8.480 33.705 0.253
H -0.709 9.372 32.815 0.304
H -0.370 8.001 33.913 0.259
C 5.527 4.196 22.033 0.995
O 6.509 3.200 22.047 -0.394
C 7.832 3.680 21.819 -0.324
C 8.773 2.473 21.899 -0.644
N 10.136 2.784 21.474 -0.205
C 10.992 1.619 21.513 -0.844
C 11.310 1.060 22.945 -0.474
O 12.147 1.977 23.688 -0.307
C 12.556 1.478 24.971 -0.744
H 5.712 4.835 22.896 0.247
H 4.548 3.720 22.089 -0.738
H 5.495 4.751 21.095 -0.241
H 8.146 4.421 22.554 0.271
H 7.910 4.168 20.847 0.054
H 8.397 1.672 21.262 0.311
H 8.787 2.220 22.959 0.293
H 10.541 3.330 22.222 0.291
H 11.940 1.885 21.047 0.365
H 10.512 0.886 20.864 0.406
H 11.837 0.127 22.743 0.420
H 10.373 0.847 23.459 0.369
H 12.931 0.455 24.946 0.306
H 11.668 1.384 25.596 0.305
H 13.315 2.083 25.467 0.251
```


Entry 2:
Formula: C3H10NO2
Source: OMol25
Level of theory: ωB97M-V/def2-TZVPD

Orbital gap (alpha / beta) in eV: 10.22 / 7.41
Multiplicity: 2
DFT total energy in eV: -8854.407
Strongest force on any atom in eV Å⁻¹: 3.13
Highest occupied orbital energy (alpha / beta) in eV: -9.41 / -9.42
Energy above the lowest of the compared OMol25 structures with the same formula, charge and spin in kcal/mol: 32.5

```
16
Properties=species:S:1:pos:R:3:mulliken_spin:R:1
C 0.797 1.058 -1.112 0.003
N -0.363 0.397 -0.438 0.000
C 0.075 -0.484 0.668 0.008
C 0.410 -1.780 -0.016 -0.032
O 0.116 -2.067 -1.390 0.880
H 0.429 1.478 -2.034 0.000
H 1.567 0.292 -1.384 -0.001
H 1.370 1.820 -0.455 -0.001
H -0.686 -0.300 -1.148 -0.003
H -0.660 -0.784 1.502 0.012
H 0.981 -0.081 1.269 0.007
H 0.112 -2.659 0.624 0.036
H 1.512 -1.711 0.104 0.090
H -1.184 1.396 1.268 0.000
H -2.448 1.846 0.833 0.000
O -2.029 1.579 1.707 0.000
```


Entry 3:
Formula: CH7NS
Source: OMol25
Level of theory: ωB97M-V/def2-TZVPD

Orbital gap in eV: 3.71
DFT total energy in eV: -13472.042
Strongest force on any atom in eV Å⁻¹: 2.76
Highest occupied orbital energy in eV: -5.15
Energy above the lowest of the compared OMol25 structures with the same formula, charge and spin in kcal/mol: 87.0

```
10
Properties=species:S:1:pos:R:3:nbo_charge:R:1
S 2.535 -0.302 1.623 -1.048
H 3.791 -0.120 1.389 0.090
C -2.798 0.048 -2.066 -0.429
N -1.914 0.446 -0.894 -0.690
H -3.407 -0.851 -1.910 0.250
H -3.486 0.851 -2.228 0.229
H -2.021 0.099 -2.891 0.246
H -2.273 -0.136 -0.125 0.444
H -2.062 1.377 -0.542 0.445
H -0.920 0.210 -1.009 0.463
```